# 1
48
Properties=species:S:1:pos:R:3:forces:R:3:lowdin_charge:R:1 method="wB97M-V/def2-TZVPD" lumo_ev=2.531 homo_energy_ev=-4.664 e_above_lowest_kcal_mol=3.6 charge=-1 e_tot_ev=-36435.4924
Sr -0.056541 -0.577068 0.470905 -0.18 -0.14 0.08 1.458
C -0.499132 0.027695 -4.389637 0.04 0.06 0.03 -0.080
C -1.544196 -0.813310 -4.741710 -0.05 -0.03 0.04 -0.083
C -2.352162 -1.322159 -3.746458 0.01 0.03 0.04 -0.032
C -2.119165 -0.994229 -2.403587 -0.19 -0.07 0.07 -0.242
N -1.083415 -0.202741 -2.069759 0.05 0.00 -0.11 0.026
C -0.318967 0.287943 -3.045189 0.11 0.05 0.04 -0.157
C -2.976069 -1.529315 -1.307110 0.22 0.11 -0.08 -0.261
C -4.271842 -1.971535 -1.598920 0.03 -0.02 0.08 -0.075
C -5.053792 -2.507716 -0.590826 -0.08 -0.01 -0.09 -0.121
C -4.538951 -2.594888 0.696799 -0.01 -0.02 0.08 -0.120
C -3.259194 -2.127797 0.965888 -0.11 0.02 -0.13 -0.159
C -2.421903 -1.572437 -0.015886 -0.09 -0.11 0.21 -0.193
H 0.174020 0.457521 -5.117671 -0.02 -0.02 -0.04 0.097
H -1.719398 -1.084939 -5.775819 0.02 0.02 0.00 0.105
H -3.153710 -2.004434 -3.986427 0.00 -0.01 -0.04 0.102
H 0.497593 0.929196 -2.725913 0.03 -0.01 -0.02 0.107
H -4.692127 -1.882622 -2.594570 0.00 0.01 -0.02 0.090
H -6.060616 -2.845671 -0.807819 0.00 0.00 0.02 0.087
H -5.145562 -3.016052 1.492341 -0.02 -0.01 -0.01 0.088
H -2.909388 -2.190118 1.993639 0.02 -0.02 0.02 0.076
F 0.486901 1.431441 1.769350 0.14 0.16 0.15 -0.100
B 0.243021 0.979059 3.160048 0.20 0.01 -0.74 -1.251
F -0.090234 2.063986 3.911798 -0.23 0.05 0.25 0.166
F 1.380161 0.326516 3.585589 0.12 -0.04 0.12 0.138
F -0.804145 0.032305 2.987122 -0.08 -0.03 0.08 0.034
C -0.331043 -4.608963 -1.837146 -0.02 -0.01 0.03 -0.085
N 0.841145 -4.369314 -2.662013 0.00 0.02 0.00 -0.262
C 0.455319 -4.215059 -4.046794 0.00 -0.01 -0.03 -0.121
C 1.568032 -3.189175 -2.196121 -0.01 0.06 0.01 -0.204
C 2.132429 -3.351022 -0.798884 -0.03 0.05 -0.08 -0.312
C 2.993074 -4.429633 -0.597729 0.05 -0.04 0.02 -0.082
C 3.542759 -4.670110 0.651187 0.01 0.00 0.02 -0.125
C 3.223010 -3.815968 1.697201 0.04 -0.05 0.01 -0.133
C 2.369217 -2.743367 1.470057 -0.01 0.12 0.08 -0.184
C 1.779674 -2.451393 0.224129 0.09 -0.12 -0.09 -0.208
H -0.823072 -5.531101 -2.153945 -0.01 0.01 -0.02 0.080
H -1.060594 -3.782668 -1.898739 0.00 -0.01 0.01 0.080
H -0.034954 -4.712004 -0.794492 0.00 0.00 0.00 0.086
H -0.054640 -5.116213 -4.394925 -0.01 0.00 0.01 0.077
H 1.341659 -4.063322 -4.666328 0.01 0.01 0.00 0.078
H -0.224074 -3.358158 -4.203799 0.01 0.00 0.00 0.068
H 0.914772 -2.296342 -2.218630 0.00 -0.02 0.02 0.092
H 2.377251 -3.003839 -2.912622 0.00 -0.03 0.00 0.116
H 3.219361 -5.096579 -1.424209 -0.02 0.01 -0.02 0.100
H 4.208842 -5.511339 0.808221 0.00 0.00 -0.01 0.084
H 3.635960 -3.986816 2.686069 0.00 0.00 0.01 0.085
H 2.160480 -2.106116 2.330195 -0.02 0.04 0.00 0.067

=====

# 2
65
Properties=species:S:1:pos:R:3:forces:R:3:lowdin_charge:R:1 method="wB97M-V/def2-TZVPD" lumo_ev=2.534 homo_energy_ev=-5.118 charge=-1 e_tot_ev=-62734.4642
Ca -0.081812 1.406345 -0.594783 0.21 -0.47 -0.15 1.211
C -0.826196 0.681513 1.750071 1.53 -1.44 -0.49 -0.143
C -1.225383 -0.482431 0.986458 0.28 -0.37 -0.01 -0.174
C 0.005626 -1.136855 0.543104 -0.40 -0.02 0.75 -0.185
C 1.059604 -0.401868 1.105859 1.34 0.58 0.37 -0.137
C 0.600849 0.682439 1.869148 -1.43 -0.14 0.05 -0.329
C 1.337866 1.426246 2.950107 1.12 2.46 -0.84 -0.523
C 1.521798 0.500724 4.107726 0.13 -0.59 1.88 -0.073
C 2.767680 1.795734 2.361879 -0.53 -0.67 -1.65 -0.051
C 0.613815 2.779533 3.362362 -1.85 -3.04 -0.61 -0.033
C 0.437414 -2.415287 -0.210561 0.70 1.76 -1.69 -0.528
C 1.283898 -3.429223 0.602714 0.08 -0.52 0.09 -0.056
C -0.708307 -3.147945 -0.834050 -0.78 -1.43 -0.60 -0.082
C 1.406572 -1.950986 -1.398507 -0.17 1.00 0.78 -0.064
C -2.726449 -0.899970 0.947379 0.24 1.32 -0.18 -0.581
C -3.071968 -1.811055 2.091002 -1.47 -2.01 0.90 -0.068
C -3.496490 0.389495 1.198991 -0.99 -0.74 1.34 -0.081
C -3.245610 -1.467560 -0.337403 -0.96 0.18 -0.54 -0.076
H -1.400890 1.503733 2.097441 -0.63 0.14 0.49 0.081
H 2.132632 -0.652984 1.010306 -0.81 0.03 0.06 0.112
H 2.053712 -0.370208 3.781520 0.40 -0.64 -0.40 0.064
H 0.571663 0.092982 4.498565 0.20 0.48 -0.08 0.094
H 2.145062 0.872124 4.968605 -0.72 0.19 -0.74 0.097
H 3.266916 0.826490 2.103674 -0.22 0.78 0.22 0.074
H 3.487201 2.388501 2.924633 -0.37 -0.01 0.64 0.068
H 2.631060 2.343372 1.380016 0.05 -0.52 1.04 0.054
H -0.297387 2.631182 4.005473 1.08 -0.03 -0.23 0.097
H 0.240093 3.273880 2.499106 -0.24 0.35 -1.08 0.037
H 1.299014 3.425124 3.761170 1.68 1.57 1.58 0.037
H 0.516471 -4.095855 1.078205 1.04 0.15 -0.19 0.082
H 1.967556 -3.026066 1.426677 -0.98 -0.29 -1.36 0.094
H 1.903536 -3.988204 -0.195372 -0.89 0.46 1.61 0.098
H -1.424681 -3.444715 -0.055934 0.30 -0.24 -0.09 0.067
H -0.308869 -4.085446 -1.311065 -0.48 0.71 0.30 0.102
H -1.331612 -2.609092 -1.580058 0.95 -0.08 0.36 0.085
H 2.287220 -1.489223 -0.901247 -0.34 -0.27 -0.72 0.078
H 1.022179 -1.262311 -2.180375 -0.41 0.15 1.00 0.061
H 1.711679 -2.753390 -2.037409 0.42 -1.09 0.07 0.058
H -2.860511 -1.257083 3.007609 0.20 -0.48 0.24 0.075
H -2.464666 -2.740563 1.993640 -0.30 0.55 0.51 0.079
H -4.220374 -2.200689 2.200101 2.52 1.21 -0.74 0.134
H -3.206655 0.794234 2.179654 -0.11 0.23 -0.54 0.076
H -4.571265 0.150193 1.303858 0.33 0.17 -0.34 0.093
H -3.337489 1.054851 0.387116 0.00 0.98 -0.57 0.074
H -3.000580 -2.496709 -0.447480 -0.22 -0.79 0.05 0.041
H -2.823567 -0.979766 -1.204039 -0.24 0.18 0.03 0.030
H -4.351171 -1.354574 -0.339111 0.59 -0.19 -0.20 0.103
S 1.100542 3.917878 -0.477028 -0.01 -0.33 -0.43 0.456
C 2.134637 3.042132 -1.577762 0.72 -0.61 -0.54 -0.823
C 3.478779 3.439341 -1.798664 0.47 0.92 0.16 -0.117
C 4.292646 2.785213 -2.713375 -2.40 -1.65 0.06 -0.074
C 3.834207 1.604493 -3.364419 -0.75 0.87 0.99 -0.070
C 2.563234 1.207676 -2.980917 -0.88 0.15 -1.47 -0.178
N 1.704864 1.920918 -2.236676 0.33 0.36 1.38 -0.087
H 3.820156 4.348380 -1.251271 -0.17 -0.87 -0.59 0.104
H 5.237476 3.088670 -2.982454 2.06 1.13 -0.18 0.068
H 4.351641 1.095342 -4.176291 0.09 0.09 0.49 0.096
H 2.048792 0.379558 -3.481076 0.51 -0.05 0.23 0.101
N -1.527595 0.409183 -2.219587 -0.37 -0.04 -2.10 0.044
C -2.144145 0.250824 -3.211335 -0.63 0.45 1.45 -0.175
C -3.107536 0.117794 -4.230040 0.07 -0.67 0.88 -0.289
C -2.821176 0.520612 -5.526630 0.13 -0.20 -0.16 -0.299
N -2.665316 0.731315 -6.642071 0.27 0.54 -1.13 0.111
C -4.309004 -0.654634 -4.085935 -0.50 -0.44 1.03 -0.242
N -5.281385 -1.273335 -3.901243 1.22 0.79 -0.39 0.104

=====

# 3
84
Properties=species:S:1:pos:R:3:forces:R:3:mulliken_spin:R:1 method="wB97M-V/def2-TZVPD" spin_multiplicity=3 lumo_ev="0.763 / 0.778" homo_energy_ev="-4.790 / -5.081" e_above_lowest_kcal_mol=46.1 charge=-1 e_tot_ev=-134108.1478
C -4.195068 -1.533365 2.372284 -0.45 0.47 -0.30 -0.001
C -4.577102 -2.616555 1.416774 -0.33 -0.10 -0.09 0.000
H -5.040322 -0.868537 2.554854 0.02 0.00 0.15 0.000
H -3.401613 -0.920179 1.949607 0.17 0.03 0.00 0.001
H -3.853989 -1.915156 3.329447 0.11 -0.16 0.16 0.000
C -5.816838 -3.052941 1.190005 0.25 -0.18 -0.35 0.000
C -7.084091 -2.586924 1.816893 0.06 0.54 0.46 0.000
H -5.935561 -3.845818 0.455791 0.05 0.00 0.12 0.000
H -7.064923 -1.506989 1.979510 -0.09 0.01 0.02 0.000
H -7.219333 -3.041642 2.800599 -0.06 -0.07 0.04 0.000
H -7.964328 -2.819966 1.225059 0.01 -0.08 -0.14 0.000
Ni 2.437208 2.865047 0.384083 -1.30 0.89 -0.60 1.671
Cl 0.760232 1.791037 1.531883 -0.63 -0.44 0.18 0.063
C 2.828094 0.044094 -0.063699 0.28 1.76 -0.33 0.001
O 2.834542 1.136281 -0.661338 -0.12 -1.51 0.22 0.035
N 2.999790 -1.124814 -0.679757 0.10 -0.65 -0.33 0.002
C 2.813774 -1.263084 -2.110433 0.26 0.09 0.14 0.003
C 3.366403 -2.310477 0.065674 -0.46 0.03 -0.01 0.000
H 2.679693 -0.007741 1.012714 0.20 0.10 0.24 -0.001
H 2.848304 -0.280790 -2.564781 -0.02 0.14 -0.05 -0.001
H 1.849548 -1.725648 -2.320525 -0.11 -0.07 -0.05 0.000
H 3.599407 -1.888247 -2.535054 0.06 0.00 -0.02 0.000
H 3.542884 -2.051525 1.104567 0.00 0.05 0.09 0.000
H 4.274473 -2.753825 -0.343586 0.07 0.04 -0.04 0.000
H 2.568325 -3.051706 0.020852 -0.04 -0.17 0.01 0.000
H 6.706323 4.005520 -2.655660 0.07 -0.09 -0.09 0.000
H 7.783260 5.262210 -0.470672 0.10 -0.04 0.01 0.000
C 5.920658 4.734622 -2.457494 -0.01 -0.03 0.21 0.002
C 6.809043 5.742261 -0.376214 -0.07 -0.11 -0.05 0.000
N 5.788265 4.951336 -1.030804 0.31 0.39 -0.24 0.000
H 4.979443 4.364026 -2.844313 -0.10 -0.10 -0.02 0.000
C 4.775322 4.431492 -0.336801 -1.28 -0.95 -0.30 -0.010
O 3.884403 3.729488 -0.849690 1.23 0.69 0.02 0.027
H 6.573980 5.846303 0.677925 -0.05 -0.04 0.11 0.000
H 4.768415 4.660987 0.726623 0.00 0.09 0.07 0.002
H 6.178583 5.667158 -2.959829 0.00 0.09 0.04 0.000
H 6.868421 6.735628 -0.821758 -0.01 0.08 -0.05 0.000
H -1.904207 4.986804 0.783317 0.09 -0.07 0.09 0.000
H -1.909118 2.617967 -0.481336 -0.13 -0.23 0.05 0.001
C -1.472191 5.412727 -0.121816 0.03 0.25 -0.44 0.000
C -1.720710 3.267800 -1.334233 0.36 -0.17 0.86 0.000
N -0.867990 4.369463 -0.922188 -1.16 0.06 -0.48 0.001
H -0.720558 6.141544 0.165411 0.13 -0.04 0.08 0.000
C 0.446669 4.316764 -1.092741 1.64 -1.14 0.21 0.017
O 1.097858 3.255393 -1.170259 -1.22 1.09 -1.16 0.007
H -1.210207 2.692003 -2.095368 0.07 -0.09 -0.12 0.000
H 0.929364 5.291138 -1.201509 0.14 0.01 0.47 0.003
H -2.257989 5.916624 -0.683637 -0.19 0.08 -0.05 0.000
H -2.668626 3.650738 -1.710860 0.01 0.14 -0.06 0.000
O -3.224424 -2.578872 -0.593233 -0.03 0.23 0.14 0.000
C -3.427873 -3.233740 0.651143 0.16 -0.38 -0.45 0.000
C -4.129969 -5.193817 -0.800335 0.11 -0.04 0.05 0.000
C -3.661855 -4.709790 0.413508 0.23 -0.23 0.12 0.000
H -4.309107 -4.498562 -1.606304 0.00 0.07 -0.08 0.000
C -4.357820 -6.553058 -0.973819 -0.01 -0.01 0.01 0.000
H -2.523777 -3.135677 1.261176 0.06 -0.01 0.14 0.000
C -3.425100 -5.606878 1.452105 -0.05 -0.03 -0.12 0.000
H -4.722457 -6.917413 -1.925660 -0.01 -0.01 -0.02 0.000
C -4.118521 -7.441785 0.062759 -0.01 0.01 0.01 0.000
C -3.649424 -6.962727 1.279759 -0.02 0.00 0.01 0.000
H -3.071585 -5.234696 2.406013 0.05 0.02 0.03 0.000
H -4.295671 -8.500589 -0.073736 0.01 -0.02 -0.01 0.000
H -3.457860 -7.647940 2.095234 0.01 -0.02 0.01 0.000
Si -1.727506 -2.197602 -1.235312 0.09 0.54 0.02 0.000
Cl 2.008681 4.966732 1.286222 -0.80 0.67 -0.37 0.081
C -2.072792 -1.934301 -3.054071 -0.03 -0.10 0.04 0.000
C -0.523891 -3.613293 -0.980115 -0.14 -0.04 -0.04 0.000
C -1.032743 -0.626602 -0.484610 -0.32 -0.63 -0.23 0.002
H -2.715239 -2.718733 -3.452038 -0.04 -0.11 -0.04 0.000
H -1.151630 -1.929225 -3.636663 0.10 0.02 -0.02 0.000
H -2.573766 -0.981545 -3.223126 -0.03 0.07 0.04 0.000
H -1.704978 0.216455 -0.639929 -0.01 0.05 0.01 -0.002
H -0.075807 -0.370939 -0.941580 0.09 0.09 0.06 -0.001
H -0.872160 -0.731208 0.586420 0.13 0.13 0.12 -0.001
H -0.966508 -4.570574 -1.253717 -0.06 -0.09 -0.01 0.000
H -0.188362 -3.680951 0.053627 0.01 0.00 0.14 0.000
H 0.362932 -3.475297 -1.599367 0.06 0.07 -0.05 0.000
F 4.427250 1.438496 4.151298 0.10 2.37 -0.27 0.014
Te 4.214153 3.307151 3.450969 -2.16 -0.76 -2.35 0.010
F 2.288369 3.271886 4.003821 2.84 0.23 -0.06 -0.005
F 6.148332 3.347033 2.907880 -1.83 0.06 1.05 0.012
F 4.659932 4.074488 5.253593 -0.43 -1.39 -2.55 0.001
F 4.118830 5.220533 2.874427 0.99 -2.09 1.40 -0.001
O 3.724426 2.482508 1.616143 2.96 0.76 4.51 0.064

=====

# 4
59
Properties=species:S:1:pos:R:3:forces:R:3:lowdin_charge:R:1 method="wB97M-V/def2-TZVPD" lumo_ev=-5.489 homo_energy_ev=-11.752 charge=+1 e_tot_ev=-100818.5025
C -3.306473 0.994004 3.043332 0.29 -0.07 -1.16 -0.046
C -2.942456 -0.267394 2.186596 0.67 -0.68 -0.41 -0.224
C -3.867143 -1.334345 1.845067 2.64 0.19 -0.75 -0.003
C -3.369131 -2.443533 1.019472 0.63 1.77 0.65 0.009
C -1.990495 -2.513708 0.507908 -0.69 0.86 0.15 -0.092
C -1.536137 -3.753346 -0.360423 0.37 -0.83 1.08 -0.319
C -2.544067 -4.978066 -0.204516 -0.16 1.16 0.94 -0.092
C -0.141681 -4.289994 0.240049 -0.95 0.01 0.31 -0.061
C -1.051050 -1.414271 0.822763 -3.11 -0.12 1.14 -0.200
O 0.268736 -1.378672 0.346488 -1.05 0.66 -0.06 -0.122
C 0.295504 -0.932986 -1.057748 -0.01 -0.80 0.23 -0.094
C 0.109995 0.622935 -1.152812 0.36 -0.19 -0.89 -0.182
C -1.102107 0.897525 -2.143068 -0.62 0.29 0.03 -0.186
O -2.046225 1.884994 -1.615759 1.85 0.61 -0.25 -0.297
S -1.291940 3.344353 -1.981264 -1.85 0.61 -0.40 1.000
O -2.286113 4.347171 -1.659992 1.27 -0.86 0.36 -0.342
O -0.054975 3.382866 -0.855623 -0.24 -0.50 0.03 -0.340
C 1.218141 3.016410 -1.423620 1.05 0.03 -0.48 -0.350
C 2.324999 3.583473 -0.449286 -1.73 -0.22 -0.56 -0.175
S 1.950703 5.334743 0.043503 1.29 0.26 5.57 0.729
O 0.891255 5.367028 1.062659 0.09 -0.53 -2.55 -0.358
O 3.187339 5.785003 0.704681 -0.69 -0.35 -2.48 -0.370
C 1.372570 1.429436 -1.698204 0.32 0.34 -0.70 -0.189
C 2.794662 0.864050 -1.287663 -0.43 -0.30 -0.12 -0.142
C 2.971607 0.462642 0.225718 1.90 -0.43 -0.71 -0.157
C 3.662829 -0.969062 0.254722 -0.67 -0.13 -0.28 -0.242
O 3.842556 -1.462676 1.583812 0.61 0.83 -0.65 -0.060
C -1.584818 -0.347655 1.675994 -0.25 -1.69 -0.82 0.012
H -2.389260 1.353086 3.587573 -1.07 -0.49 -0.19 0.075
H -3.564696 1.832024 2.331064 0.10 -0.85 0.71 0.097
H -4.182067 0.830450 3.712902 0.88 0.06 -0.40 0.087
H -4.907612 -1.258717 2.225969 0.88 -0.34 -0.47 0.118
H -4.127150 -3.231004 0.785266 1.11 0.70 0.13 0.106
H -1.419148 -3.482525 -1.440721 -0.16 -0.15 0.88 0.125
H -2.691492 -5.093293 0.911091 0.17 -0.12 -1.11 0.096
H -2.115614 -5.935101 -0.582421 -0.45 0.93 -0.03 0.083
H -3.560096 -4.736929 -0.611398 0.98 -0.51 0.02 0.077
H -0.202971 -5.411550 0.318796 0.38 1.14 -0.39 0.079
H 0.740562 -3.951491 -0.351880 -0.63 -0.38 0.64 0.072
H -0.096543 -3.929872 1.305139 0.34 -0.27 -1.08 0.091
H -0.525429 -1.525581 -1.553594 0.79 0.98 0.24 0.122
H 1.252047 -1.324540 -1.480862 -0.69 0.50 0.43 0.126
H -0.079296 0.991165 -0.108176 -0.44 -0.30 -1.11 0.115
H -1.712495 -0.004402 -2.382761 0.54 0.64 0.52 0.138
H -0.771469 1.323294 -3.138117 0.11 -0.78 0.97 0.115
H 1.335093 3.575158 -2.398562 -0.14 -0.71 0.78 0.150
H 2.209094 3.019093 0.519723 0.46 0.96 -0.73 0.102
H 3.352183 3.522411 -0.874390 -0.85 0.18 0.45 0.117
H 1.616192 6.111549 -1.047127 0.14 -0.65 0.11 0.105
H 1.331936 1.337990 -2.823851 0.12 0.02 1.15 0.148
H 3.634035 1.547861 -1.598936 -1.01 -0.59 0.28 0.128
H 2.953446 -0.068868 -1.904129 -0.16 0.92 0.65 0.120
H 3.690355 1.154109 0.743175 -0.85 -0.45 -0.35 0.128
H 1.999436 0.440971 0.782985 0.24 -0.30 -0.37 0.050
H 4.633157 -0.910542 -0.322996 -0.89 0.13 0.69 0.146
H 3.038986 -1.730569 -0.295862 0.43 0.86 0.65 0.120
H 4.706018 -1.115867 1.873137 -0.49 -0.38 0.14 0.103
H -0.874784 0.494428 1.936073 -0.58 -0.23 -0.11 0.065
Cu 0.951495 0.946336 2.210104 -0.17 -0.46 -0.27 0.690